74
Properties=species:S:1:pos:R:3 method="wB97M-V/def2-TZVPD" lumo_energy_ev=-4.2 homo_ev=-11.08 e_tot_ev=-64756.3732 total_charge=+1 gap_ev=6.91 relative_energy_kj_mol=1020.1
C 0.659 -0.418 1.894
C 0.370 -1.936 2.442
C -0.933 -2.679 1.780
N -2.378 -2.201 1.671
C -3.089 -3.376 1.001
N -4.436 -3.368 0.731
C -5.392 -2.212 1.025
C -6.858 -2.699 1.611
C -7.673 -3.728 0.624
O -8.723 -4.374 1.479
C -8.113 -5.595 2.085
N -2.116 -4.532 0.688
C -2.411 -5.887 0.053
C -3.650 -6.542 1.155
C -4.105 -8.181 0.809
O -5.035 -6.860 0.502
N -0.864 -4.088 1.159
N 0.323 -4.804 1.087
H -0.206 0.060 1.267
H 1.673 -0.315 1.282
H 0.815 0.268 2.858
H 1.376 -2.530 2.364
H 0.136 -1.838 3.608
H -4.869 -4.202 0.246
H -5.605 -1.703 -0.033
H -4.926 -1.377 1.702
H -6.740 -3.147 2.686
H -7.522 -1.709 1.672
H -8.181 -3.210 -0.307
H -7.012 -4.600 0.208
H -6.962 -5.477 2.301
H -8.740 -5.815 3.068
H -8.337 -6.467 1.311
H -1.529 -6.652 0.128
H -2.921 -5.818 -0.998
H -3.595 -6.196 2.360
H -5.009 -8.601 1.467
H -3.755 -8.645 -0.210
H 1.135 -4.140 0.912
H 0.347 -5.459 0.270
C -1.628 3.368 -1.301
O -0.861 3.050 -0.154
P 0.848 3.153 -0.408
O 1.095 2.455 0.934
O 0.737 4.786 -0.162
C 0.183 5.266 1.052
O 2.556 3.255 -0.661
C 3.265 4.449 -0.416
H -2.685 3.354 -1.031
H -1.369 4.366 -1.672
H -1.444 2.626 -2.082
H 0.183 4.517 1.847
H -0.840 5.604 0.867
H 0.771 6.121 1.387
H 3.142 4.773 0.620
H 2.945 5.234 -1.108
H 4.327 4.262 -0.593
C 7.105 7.850 -3.167
O 7.011 6.875 -2.144
P 6.815 5.261 -2.736
O 6.480 4.776 -1.322
O 8.454 5.197 -2.961
C 9.313 5.434 -1.858
O 6.619 3.647 -3.328
C 7.731 2.817 -3.580
H 7.304 8.820 -2.709
H 7.923 7.608 -3.855
H 6.162 7.896 -3.717
H 8.813 5.314 -0.894
H 9.719 6.446 -1.935
H 10.141 4.728 -1.905
H 8.336 2.686 -2.680
H 8.335 3.223 -4.397
H 7.365 1.836 -3.893

67
Properties=species:S:1:pos:R:3 method="wB97M-V/def2-TZVPD" lumo_energy_ev="-6.0 / -5.0" homo_ev="-12.67 / -12.67" e_tot_ev=-191035.1025 total_charge=+2 gap_ev="6.67 / 7.69" multiplicity=2 relative_energy_kj_mol=26.8 s2=1.072
Co -0.254 -0.096 -0.787
N -0.752 1.816 0.059
C 0.503 2.364 0.616
C 1.561 2.284 -0.459
N 1.698 0.886 -0.921
C 2.637 0.142 -0.052
C 2.360 -1.344 -0.120
N 0.934 -1.535 0.197
C 2.123 0.827 -2.334
C 0.956 1.111 -3.254
N -0.142 0.185 -2.906
H -1.123 2.458 -0.636
H -1.454 1.751 0.790
H 0.773 1.736 1.466
H 0.391 3.394 0.959
H 2.516 2.665 -0.087
H 1.268 2.913 -1.302
H 2.477 0.472 0.976
H 3.675 0.358 -0.324
H 3.010 -1.874 0.577
H 2.552 -1.744 -1.115
H 0.784 -1.317 1.191
H 0.667 -2.507 0.072
H 2.495 -0.178 -2.539
H 2.943 1.523 -2.530
H 1.268 1.009 -4.293
H 0.595 2.131 -3.122
H 0.048 -0.730 -3.307
H -1.005 0.497 -3.341
C 0.648 2.962 4.735
N 1.759 2.028 4.813
C 2.959 2.304 5.444
C 3.709 1.190 5.370
N 2.962 0.240 4.698
C 3.407 -1.118 4.440
C 1.763 0.759 4.349
Se 0.400 -0.109 3.438
H 0.351 3.265 5.738
H -0.188 2.469 4.250
H 0.939 3.845 4.168
H 3.163 3.257 5.900
H 4.696 0.988 5.749
H 3.918 -1.504 5.318
H 4.092 -1.145 3.592
H 2.541 -1.737 4.228
C -2.371 -2.263 2.101
C -2.378 -2.839 0.688
As -2.237 -1.469 -0.694
C -3.978 -0.598 -0.628
C -4.097 0.521 -1.661
C -2.288 -2.501 -2.358
C -3.359 -3.587 -2.409
H -2.458 -3.064 2.834
H -3.209 -1.584 2.259
H -1.452 -1.718 2.316
H -3.307 -3.374 0.493
H -1.560 -3.549 0.545
H -4.104 -0.211 0.384
H -4.740 -1.362 -0.781
H -3.320 1.275 -1.517
H -5.062 1.017 -1.577
H -4.015 0.134 -2.678
H -1.293 -2.934 -2.490
H -2.436 -1.782 -3.167
H -3.180 -4.364 -1.667
H -3.357 -4.062 -3.389
H -4.356 -3.178 -2.245

66
Properties=species:S:1:pos:R:3 method="wB97M-V/def2-TZVPD" lumo_energy_ev="-3.9 / -6.5" homo_ev="-10.33 / -9.30" e_tot_ev=-130257.8711 total_charge=+1 gap_ev="6.41 / 2.80" multiplicity=6 s2=8.767
Mn -2.600 -3.306 -1.543
Br -0.524 -2.225 -0.317
C 1.685 -1.145 -5.106
C 1.816 -2.612 -4.697
C 3.269 -3.073 -4.556
O 3.694 -3.907 -5.619
C 4.809 -4.662 -5.248
N 0.960 -2.882 -3.562
H 2.178 -0.509 -4.364
H 0.633 -0.850 -5.058
H 2.051 -0.916 -6.103
H 1.375 -3.098 -5.576
H 3.342 -3.580 -3.585
H 3.947 -2.207 -4.530
H 4.649 -5.482 -4.538
H 5.596 -4.014 -4.834
H 5.282 -5.114 -6.122
H 1.032 -2.210 -2.808
H 1.065 -3.783 -3.113
C 1.489 1.496 -0.305
C 2.062 1.031 -1.644
C 3.515 1.501 -1.691
O 3.720 2.887 -1.688
C 3.248 3.537 -2.836
N 2.111 -0.431 -1.713
H 2.056 1.129 0.553
H 0.447 1.186 -0.168
H 1.484 2.590 -0.262
H 1.455 1.426 -2.458
H 4.112 1.014 -2.483
H 4.028 1.065 -0.824
H 3.226 4.619 -2.720
H 2.205 3.299 -3.084
H 3.846 3.251 -3.708
H 2.878 -0.831 -1.187
H 1.249 -0.831 -1.359
C -2.676 -1.700 3.938
C -3.249 -0.277 3.959
C -2.981 0.248 5.374
C -3.099 1.765 5.453
C -2.204 2.465 4.430
C -2.403 1.969 3.000
N -2.569 0.533 2.969
O -2.715 0.045 1.700
C -3.628 2.697 2.389
C -1.184 2.364 2.144
C -4.767 -0.342 3.720
H -2.864 -2.211 2.990
H -1.589 -1.689 4.052
H -3.079 -2.351 4.710
H -3.722 -0.165 6.059
H -2.006 -0.068 5.753
H -4.152 2.030 5.297
H -2.912 2.108 6.471
H -1.176 2.345 4.783
H -2.452 3.520 4.542
H -4.559 2.308 2.804
H -3.661 2.525 1.314
H -3.581 3.766 2.581
H -0.976 3.416 2.330
H -1.461 2.282 1.095
H -0.318 1.750 2.383
H -5.160 -1.257 4.171
H -5.272 0.478 4.227
H -5.080 -0.446 2.682
H -1.897 -0.469 1.538